The following is a quantum chemistry calculation of a single C4H10SSi2 molecule, from the OMol25 dataset.

Its structure (SMILES) is [SiH3]/C=C/S/C=C/[SiH3]. The calculated total energy is -1135.324517 Eh.

```
! RIJCOSX wB97M-V def2-TZVPD def2/J DEFGRID3
* xyz 0 1
H -3.054 3.761 1.388
H 4.636 -2.838 -0.235
C 1.867 -2.001 -0.532
C 1.077 -0.929 -0.396
Si -3.396 2.513 0.449
H 4.166 -0.466 -0.391
H 3.748 -1.752 -2.312
C -2.946 0.793 1.124
H -4.765 2.556 0.134
H 1.640 -2.898 0.090
Si 3.784 -1.850 -0.826
S -0.509 -1.231 0.421
H 1.416 0.115 -0.614
H -0.880 1.063 -0.052
C -1.257 0.282 0.466
H -2.418 2.682 -0.648
H -3.110 0.200 1.933
*
```